# C5H12O

A 2-piece molecular cluster, C5H12O overall (ωB97M-V/def2-TZVPD, the Open Molecules 2025 dataset).

Last columns: bonded neighbours and bond lengths (Å).
Element x y z (Å)
1 C -1.45698 -2.20829 0.53293  C2 1.530, H7 1.096, H8 1.094, H9 1.094
2 C -1.19903 -0.70538 0.40461  C1 1.530, C3 1.484, H10 1.096, H11 1.101
3 C 0.19283 -0.43126 -0.03199  C2 1.484, O5 1.285, H12 1.089
4 C 0.16746 2.14357 -0.98521  H13 1.093, H14 1.089, H15 1.095, H17 1.104
5 O 1.04696 0.02508 0.81192  C3 1.285, C6 1.323
6 C 2.25706 0.47682 0.52778  O5 1.323, H16 1.086, H18 1.077
7 H -1.26275 -2.71078 -0.42116  C1 1.096
8 H -0.77872 -2.63457 1.27851  C1 1.094
9 H -2.48782 -2.42372 0.82841  C1 1.094
10 H -1.37598 -0.19542 1.35794  C2 1.096
11 H -1.89741 -0.26377 -0.32317  C2 1.101
12 H 0.53739 -0.63738 -1.04379  C3 1.089
13 H -0.19695 1.55605 -1.83228  C4 1.093
14 H 0.48157 3.12700 -1.33116  C4 1.089
15 H -0.63444 2.24915 -0.24768  C4 1.095
16 H 2.71119 0.13896 -0.39857  C6 1.086
17 H 1.06723 1.70971 -0.51408  C4 1.104
18 H 2.82839 0.78421 1.38699  C6 1.077

Calculated values
Energy above the lowest of the compared OMol25 structures with the same formula, charge and spin (kcal/mol): 92.43
Frontier orbital gap (spin up / spin down) (eV): 7.8 / 8.1
E_tot (a.u.): -272.8014
LUMO (spin up / spin down) (eV): 0.825 / 0.878
E_HOMO (spin up / spin down) (eV): -6.94 / -7.27